12
Properties=species:S:1:pos:R:3:mulliken_charge:R:1 method="wB97M-V/def2-TZVPD" total_energy_ev=-5181.86221 smiles="[H]/N=C/N.C" spin_multiplicity=1 de_lowest_kj_mol=181.0 mol_weight_g_mol=60.1 gap_ev=9.23 homo_ev=-8.444 fmax_ev_per_a=4.56
C 5.010 -1.946 1.844 -0.88
H 4.000 -1.716 2.165 0.22
H 5.753 -1.786 2.626 0.22
H 5.066 -2.961 1.396 0.22
H 5.283 -1.298 1.008 0.23
N -3.447 2.253 -0.840 -0.45
C -3.992 1.072 -1.189 0.19
N -4.181 0.643 -2.395 -0.71
H -2.626 2.388 -0.278 0.22
H -3.549 3.083 -1.408 0.25
H -3.767 0.397 -0.346 0.27
H -3.550 -0.129 -2.583 0.23


132
Properties=species:S:1:pos:R:3:mulliken_charge:R:1 method="wB97M-V/def2-TZVPD" total_energy_ev=-94688.79241 spin_multiplicity=2 mol_weight_g_mol=797.0 total_charge=+1 gap_ev="3.95 / 4.55" homo_ev="-10.364 / -10.364" s_squared=0.887 fmax_ev_per_a=7.37
O 16.193 -2.533 3.360 -0.35
V 17.771 -2.475 3.129 1.37
C 19.031 -4.630 7.274 -0.23
C 18.127 -4.375 6.088 -0.30
O 18.427 -3.403 5.112 -0.27
H 18.739 -5.391 7.997 0.11
H 19.025 -3.655 7.762 -0.20
H 20.099 -4.732 7.083 0.16
H 17.166 -4.179 6.564 0.09
H 18.023 -5.361 5.633 0.31
C 17.573 0.111 4.842 0.69
O 17.594 -0.369 3.732 -0.65
N 17.185 1.365 5.026 -0.41
N 17.987 -0.447 5.891 -0.01
H 17.072 1.734 5.960 0.20
H 16.710 1.827 4.264 0.26
H 17.754 -0.012 6.772 0.16
H 18.249 -1.423 5.899 0.01
C 17.199 -8.306 8.468 -0.36
C 16.314 -9.222 9.288 -0.43
O 15.828 -10.264 8.431 -0.57
H 17.715 -7.585 9.102 0.24
H 16.708 -7.705 7.703 -0.22
H 18.052 -8.750 7.955 0.52
H 15.490 -8.647 9.710 0.17
H 16.741 -9.713 10.162 0.43
H 15.055 -10.708 8.788 0.30
C 22.949 -3.521 6.428 -0.48
C 22.623 -3.248 7.937 -0.18
O 23.694 -2.498 8.538 -0.53
H 23.356 -2.647 5.919 0.38
H 22.038 -3.859 5.934 0.01
H 23.757 -4.252 6.389 0.21
H 22.270 -4.116 8.494 0.37
H 21.755 -2.593 8.002 -0.04
H 24.250 -3.144 8.981 0.34
C 21.000 -6.219 4.028 -0.69
O 22.270 -6.827 4.181 -0.29
C 23.365 -6.336 3.380 -0.46
C 24.549 -7.201 3.649 -0.88
N 24.286 -8.579 3.281 -0.42
C 25.271 -9.541 3.820 -0.68
C 24.655 -10.914 3.691 -0.59
O 23.529 -11.009 4.539 -0.30
C 23.077 -12.367 4.701 -0.76
H 20.563 -6.415 3.049 0.38
H 21.067 -5.144 4.194 0.19
H 20.266 -6.655 4.706 0.21
H 23.604 -5.355 3.789 0.38
H 23.272 -6.270 2.296 0.33
H 24.766 -7.018 4.701 0.36
H 25.536 -6.976 3.245 0.48
H 23.433 -8.802 3.775 0.34
H 25.386 -9.420 4.897 0.33
H 26.272 -9.529 3.388 0.43
H 25.478 -11.537 4.041 0.44
H 24.344 -11.124 2.668 0.34
H 22.956 -12.947 3.787 0.30
H 22.077 -12.427 5.133 0.25
H 23.769 -12.850 5.391 0.29
C 14.697 -4.860 -0.842 -0.72
O 13.688 -5.039 0.135 -0.40
C 14.224 -5.061 1.408 0.07
C 13.108 -5.335 2.499 -0.83
N 13.573 -5.081 3.923 -0.37
C 14.667 -5.950 4.392 -0.46
C 14.561 -6.154 5.908 0.20
O 13.285 -6.832 6.229 -0.48
C 13.035 -7.056 7.572 -0.03
H 15.230 -3.913 -0.760 0.28
H 14.149 -4.743 -1.777 0.27
H 15.358 -5.727 -0.867 0.31
H 14.778 -4.125 1.474 0.03
H 15.001 -5.824 1.449 0.32
H 12.686 -6.340 2.534 0.39
H 12.259 -4.710 2.225 0.39
H 12.787 -5.160 4.552 0.30
H 15.675 -5.593 4.182 0.16
H 14.492 -6.931 3.949 0.40
H 14.647 -5.171 6.372 0.02
H 15.358 -6.720 6.390 -0.20
H 13.946 -7.477 7.997 -0.06
H 12.117 -7.617 7.747 0.31
H 12.925 -6.022 7.900 0.05
C 18.552 0.426 18.340 -0.83
O 18.301 0.659 17.003 -0.31
C 18.525 -0.478 16.110 -0.94
C 18.189 -0.136 14.730 0.00
N 19.233 0.684 14.080 -0.41
C 18.825 1.094 12.698 -0.70
C 19.225 0.085 11.625 -0.35
O 18.867 0.486 10.351 -0.41
C 19.194 -0.461 9.325 -0.45
H 18.051 -0.442 18.769 0.33
H 18.177 1.208 19.001 0.27
H 19.591 0.182 18.560 0.32
H 17.932 -1.371 16.307 0.40
H 19.551 -0.846 16.141 0.36
H 17.248 0.411 14.794 0.05
H 18.043 -1.022 14.111 0.34
H 19.299 1.565 14.571 0.29
H 19.495 1.922 12.465 0.39
H 17.859 1.597 12.685 0.35
H 18.650 -0.820 11.821 0.05
H 20.278 -0.143 11.786 0.48
H 19.010 -0.033 8.340 0.05
H 18.603 -1.360 9.504 0.11
H 20.222 -0.823 9.311 0.46
C 15.418 -5.473 11.595 -0.74
O 15.257 -5.787 10.260 -0.28
C 15.683 -4.725 9.333 0.71
C 14.560 -3.666 9.104 -0.99
N 14.394 -2.604 10.065 -0.31
C 15.612 -1.980 10.519 -0.30
C 15.322 -0.741 11.351 -0.34
O 15.145 -1.143 12.732 -0.23
C 14.910 -0.098 13.578 -0.90
H 14.932 -6.253 12.181 0.33
H 14.754 -4.651 11.860 0.14
H 16.422 -5.199 11.922 0.32
H 15.955 -5.271 8.430 -0.35
H 16.665 -4.318 9.571 0.14
H 13.587 -4.133 8.952 0.27
H 14.723 -3.199 8.132 0.39
H 14.036 -2.889 10.965 0.35
H 16.144 -1.587 9.652 0.16
H 16.335 -2.596 11.054 0.20
H 14.543 -0.062 11.004 0.41
H 16.238 -0.153 11.292 0.09
H 15.603 0.737 13.472 0.33
H 15.146 -0.349 14.612 0.29
H 13.855 0.170 13.508 0.37


26
Properties=species:S:1:pos:R:3:mulliken_charge:R:1 method="wB97M-V/def2-TZVPD" total_energy_ev=-19314.94794 spin_multiplicity=1 de_lowest_kj_mol=307.4 mol_weight_g_mol=150.2 total_charge=+1 gap_ev="8.26 / 8.26" homo_ev="-12.676 / -12.676" fmax_ev_per_a=4.10
C 1.583 2.072 0.761 -1.07
C -0.517 2.295 -0.562 -1.45
C -2.246 -1.081 1.981 -0.87
C 2.463 -1.229 -0.778 -0.73
C -0.582 -0.633 -1.682 -1.47
C 0.559 1.345 -0.093 0.76
N -1.482 -1.876 1.003 -0.47
O 1.358 -1.207 0.254 -0.36
P 0.103 -0.286 -0.025 0.88
H 1.842 1.738 1.767 0.35
H 1.446 3.247 0.701 0.32
H 2.484 1.765 0.184 0.24
H -0.098 2.901 -1.450 0.35
H -1.358 1.642 -0.799 0.33
H -0.914 3.083 0.067 0.43
H -2.383 -0.111 1.664 0.33
H -3.264 -1.579 2.204 0.32
H -1.740 -1.034 2.901 0.36
H 1.952 -1.310 -1.757 0.32
H 3.043 -2.206 -0.690 0.28
H 3.283 -0.503 -0.861 0.31
H -1.633 -0.450 -1.638 0.54
H -0.638 -1.757 -2.060 0.36
H 0.037 -0.084 -2.468 0.42
H -1.274 -2.839 1.244 0.25
H -2.024 -1.903 0.131 0.27